# C4H2BrClF3O2

2 unconnected molecules or ions with the total composition C4H2BrClF3O2 in a non-equilibrium geometry (ωB97M-V/def2-TZVPD, the OMol25 dataset).

Atoms and positions in Å:
C1 -0.711 -1.649 -0.439
C2 1.411 0.376 -0.263
C3 -1.125 -0.344 0.475
C4 0.289 1.186 0.283
O1 -0.776 -2.730 0.100
O2 -0.437 -1.320 -1.576
F1 2.653 1.066 -0.362
F2 0.483 1.755 1.454
F3 -0.275 2.109 -0.512
Cl1 -1.452 -0.419 2.237
Br1 -2.671 0.333 -0.406
H1 1.501 -0.529 0.234
H2 1.109 0.166 -1.226

Charge ... -1
ΔE to the lowest compared entry with this formula, charge and spin ... 100.6 kJ/mol
Kohn-Sham gap ... 8.36 eV
E_HOMO ... -0.1882 hartree

Löwdin population analysis, charges in e, atoms 1 to 5: C -0.90; C -0.09; C -0.97; C -0.45; O -0.02



# C4H2Cl3N

2 unconnected molecules or ions with the total composition C4H2Cl3N in a non-equilibrium geometry (ωB97M-V/def2-TZVPD, the OMol25 dataset).

Atoms and positions in Å:
C1 0.867 0.559 0.359
C2 1.807 0.150 -0.510
C3 -1.058 -1.266 -1.719
C4 -0.854 -0.637 -0.672
N1 -0.392 0.355 -0.015
Cl1 1.747 -1.265 -1.363
Cl2 -1.744 -2.594 -2.574
Cl3 -0.438 1.933 3.213
H1 0.932 1.345 1.163
H2 -0.868 1.420 2.118

ΔE to the lowest compared entry with this formula, charge and spin ... 597.9 kJ/mol
Kohn-Sham gap (alpha / beta) ... 7.10 / 6.62 eV
E_HOMO (alpha / beta) ... -0.3196 / -0.3192 hartree

Löwdin population analysis, charges in e, atoms 1 to 5: C -0.31; C -0.41; C -0.55; C -0.27; N 0.04



# C4H2ClN

C4H2ClN in the gas phase in a non-equilibrium geometry (ωB97M-V/def2-TZVPD, the OMol25 dataset).

Atoms and positions in Å:
C1 1.386 -2.282 0.773
C2 0.332 -1.623 0.625
C3 -0.220 0.717 -0.160
C4 -0.332 -0.812 -0.134
N1 -0.360 1.416 0.837
Cl1 0.332 1.320 -1.747
H1 -0.929 -1.196 -0.862
H2 -0.210 2.459 0.667

ΔE to the lowest compared entry with this formula, charge and spin ... 314.8 kJ/mol
Kohn-Sham gap ... 8.61 eV
E_HOMO ... -0.3856 hartree

Löwdin population analysis, charges in e, atoms 1 to 5: C 0.14; C -0.22; C -0.76; C -0.08; N 0.12



# C4H2ClO2

A gas-phase ion, C4H2ClO2 (charge -1) in a non-equilibrium geometry (ωB97M-V/def2-TZVPD, the OMol25 dataset).

Atoms and positions in Å:
C1 -2.092 -0.183 -0.428
C2 -0.928 -0.803 0.106
C3 1.534 -0.003 -0.102
C4 0.155 0.239 -0.020
O1 -0.700 -1.973 0.392
O2 2.285 -0.926 -0.205
Cl1 2.388 1.694 0.130
H1 -2.478 0.686 0.108
H2 -0.163 1.269 0.019

Charge ... -1
ΔE to the lowest compared entry with this formula, charge and spin ... 297.1 kJ/mol
Kohn-Sham gap (alpha / beta) ... 6.88 / 7.14 eV
E_HOMO (alpha / beta) ... -0.1555 / -0.1564 hartree

Löwdin population analysis, charges in e, atoms 1 to 5: C 0.19; C -0.64; C -0.78; C -0.14; O -0.03



# C4H2ClO2

A gas-phase ion, C4H2ClO2 (charge -1) in a non-equilibrium geometry (ωB97M-V/def2-TZVPD, the OMol25 dataset).

Atoms and positions in Å:
C1 -1.047 0.038 0.057
C2 0.145 0.957 0.098
C3 -0.572 -1.175 0.218
C4 1.271 0.126 -0.207
O1 0.104 2.071 0.581
O2 -0.570 -2.363 0.364
Cl1 -2.900 0.256 0.020
H1 1.246 -0.418 -1.053
H2 2.324 0.508 -0.078

Charge ... -1
ΔE to the lowest compared entry with this formula, charge and spin ... 28.8 kJ/mol
Expectation value of S² ... 2.02
Kohn-Sham gap (alpha / beta) ... 5.15 / 6.39 eV
Spin multiplicity ... 3
E_HOMO (alpha / beta) ... -0.0431 / -0.1389 hartree

Löwdin population analysis, charges in e, atoms 1 to 5: C -0.55; C -0.55; C -0.41; C 0.06; O -0.02



# C4H2EuO

A molecular structure, C4H2EuO in a non-equilibrium geometry (ωB97M-V/def2-TZVPD, the OMol25 dataset).

Atoms and positions in Å:
C1 0.625 1.603 0.366
C2 0.793 0.428 0.849
H1 1.200 -0.108 1.708
O1 0.775 -0.323 -2.171
C3 -0.207 -0.188 -1.512
C4 -0.420 0.118 -0.109
H2 -1.416 0.541 0.093
Eu1 -1.349 -2.072 0.776

Charge ... +2
Expectation value of S² ... 15.76
Kohn-Sham gap (alpha / beta) ... 7.31 / 7.36 eV
Spin multiplicity ... 8
E_HOMO (alpha / beta) ... -0.6714 / -0.6714 hartree

Löwdin population analysis, charges in e, atoms 1 to 5: C 0.23; C -0.16; H 0.11; O 0.29; C 0.02